No. 1
# C4H16N2O2

3 unconnected molecules or ions with the total composition C4H16N2O2 in a non-equilibrium geometry (wB97M-V/def2-TZVPD, the OMol25 dataset).

```
! RIJCOSX wB97M-V def2-TZVPD def2/J DEFGRID3
* xyz 0 1
C -0.58 0.06 1.49
C -0.77 0.38 -0.01
C -1.96 -0.41 -0.56
N -0.88 1.74 -0.20
C 0.23 2.53 -0.55
N 0.92 2.27 -1.85
H -0.30 -1.00 1.65
H -1.59 0.17 1.89
H -0.11 0.80 2.01
H 0.20 -0.05 -0.54
H -1.76 -1.37 -0.17
H -2.08 -0.40 -1.61
H -2.86 -0.50 0.08
H -1.79 2.04 -0.51
H 1.11 2.22 0.11
H 0.03 3.65 -0.40
H 1.44 1.40 -1.86
H 0.34 2.40 -2.64
O -0.27 -3.71 1.82
H 0.03 -3.52 0.87
H -0.19 -4.63 1.94
O 3.59 -1.63 0.08
H 4.31 -1.45 -0.64
H 2.93 -0.96 -0.41
*
```

Properties
- Highest occupied orbital energy: -8.392 eV
- Structure (SMILES): CC(C)NCN.O.O
- Kohn-Sham gap: 8.8 eV

Mulliken population analysis, charges in e, atoms 1 to 5: -1.4662 0.9972 -1.5450 -0.1882 -0.6406


No. 2
# C22H28NO

A gas-phase ion, C22H28NO (charge +1) (wB97M-V/def2-TZVPD, the OMol25 dataset).

```
! RIJCOSX wB97M-V def2-TZVPD def2/J DEFGRID3
* xyz 1 1
C -1.16 -0.31 3.12
C -2.33 -0.34 2.16
N -3.02 0.99 2.10
C -2.95 1.55 0.71
C -1.59 1.56 0.22
C -0.47 1.58 -0.21
C 0.84 1.51 -0.80
C 1.03 0.13 -1.48
O -0.02 0.03 -2.43
C 2.37 0.09 -2.21
C 3.33 -0.89 -1.98
C 4.51 -0.89 -2.71
C 4.74 0.07 -3.69
C 3.77 1.02 -3.94
C 2.59 1.03 -3.21
C 0.91 -0.94 -0.40
C 1.79 -0.96 0.68
C 1.69 -1.94 1.65
C 0.70 -2.91 1.56
C -0.19 -2.89 0.50
C -0.08 -1.91 -0.48
C -4.41 0.96 2.66
C -5.11 2.30 2.49
C -4.35 0.60 4.14
H -0.68 -1.28 3.13
H -1.48 -0.08 4.14
H -0.42 0.42 2.80
H -3.05 -1.10 2.44
H -1.95 -0.58 1.16
H -2.47 1.63 2.69
H -3.34 2.58 0.72
H -3.58 0.94 0.06
H 1.61 1.67 -0.04
H 0.92 2.30 -1.55
H 0.23 -0.60 -3.11
H 3.17 -1.66 -1.25
H 5.25 -1.66 -2.52
H 5.66 0.06 -4.25
H 3.93 1.76 -4.71
H 1.83 1.76 -3.44
H 2.58 -0.23 0.75
H 2.38 -1.96 2.47
H 0.63 -3.69 2.31
H -0.96 -3.64 0.42
H -0.78 -1.89 -1.30
H -4.96 0.19 2.11
H -6.04 2.29 3.06
H -5.38 2.51 1.46
H -4.51 3.12 2.88
H -3.89 -0.36 4.33
H -5.36 0.55 4.54
H -3.82 1.37 4.70
*
```

Properties
- Highest occupied orbital energy: -11.487 eV
- Structure (SMILES): CC[N@@H+](CC#CCC(O)(c1ccccc1)c1ccccc1)C(C)C
- Kohn-Sham gap: 9.3 eV

Mulliken population analysis, charges in e, atoms 1 to 5: -1.1586 -0.3389 0.1295 -0.6205 -0.4898


No. 3
# C18H19Cl5F6N3O7PS2W

A molecular structure, C18H19Cl5F6N3O7PS2W (wB97M-V/def2-TZVPD, the OMol25 dataset).

```
! RIJCOSX wB97M-V def2-TZVPD def2/J DEFGRID3
* xyz 1 2
W 0.02 -0.36 -0.42
C 4.53 2.81 -3.18
C 3.50 3.09 -2.11
O 2.28 2.37 -2.49
P 1.04 2.32 -1.55
S -0.30 1.08 -2.41
S 1.40 1.53 0.28
O 0.58 3.81 -1.44
C -0.37 4.32 -0.45
C -1.80 4.07 -0.86
H 5.45 3.32 -2.93
H 4.18 3.17 -4.15
H 4.73 1.74 -3.25
H 3.26 4.14 -2.04
H 3.82 2.71 -1.14
H -0.14 5.38 -0.40
H -0.14 3.86 0.51
H -2.00 4.50 -1.85
H -2.46 4.55 -0.14
H -2.04 3.01 -0.89
Cl -6.48 2.49 2.51
C -5.03 1.85 1.87
C -3.86 1.88 2.64
Cl -3.87 2.57 4.20
C -2.68 1.36 2.12
Cl -1.22 1.38 3.02
C -2.67 0.81 0.84
O -1.52 0.32 0.35
C -3.83 0.77 0.08
Cl -3.78 0.11 -1.51
C -5.02 1.30 0.59
Cl -6.44 1.26 -0.35
C 2.32 -3.42 -0.65
C 2.52 -2.10 -1.39
O 1.41 -1.26 -1.24
C 3.73 -1.33 -0.80
F 3.93 -0.17 -1.43
F 4.84 -2.05 -0.87
F 3.49 -1.06 0.49
C 2.68 -2.34 -2.90
F 3.81 -2.97 -3.19
F 1.66 -3.11 -3.34
F 2.63 -1.20 -3.59
H 2.24 -3.24 0.42
H 3.17 -4.08 -0.84
H 1.41 -3.89 -1.01
O 0.88 -2.20 3.17
N 0.96 -1.28 2.41
O 0.32 -1.50 1.20
O 1.50 -0.22 2.56
C -1.25 -1.91 -3.56
C -1.67 -2.43 -2.23
N -1.27 -2.02 -1.03
C -1.97 -2.77 -0.09
C -2.78 -3.63 -0.74
N -2.58 -3.40 -2.08
H -0.23 -1.53 -3.53
H -1.91 -1.09 -3.87
H -1.30 -2.69 -4.31
H -1.80 -2.64 0.97
H -3.47 -4.37 -0.37
H -3.03 -3.88 -2.84
*
```

Properties
- Highest occupied orbital energy (alpha / beta): -11.742 / -11.759 eV
- ⟨S²⟩: 0.7552
- Kohn-Sham gap (alpha / beta): 7.4 / 6.9 eV

Mulliken population analysis, charges in e, atoms 1 to 5: -1.6340 -1.2478 -0.2194 -0.1808 1.0165


No. 4
# C4H6N2OS

A single C4H6N2OS molecule (wB97M-V/def2-TZVPD, the OMol25 dataset).

```
! RIJCOSX wB97M-V def2-TZVPD def2/J DEFGRID3
* xyz 0 1
C 1.36 -0.57 1.93
C 0.47 -0.38 0.75
N -0.52 -1.19 0.40
C -1.05 -0.63 -0.71
O -2.10 -1.24 -1.33
C -0.42 0.53 -1.08
S -0.64 1.56 -2.45
N 0.59 0.66 -0.11
H 1.19 -1.56 2.36
H 1.15 0.19 2.72
H 2.44 -0.52 1.65
H -2.31 -0.74 -2.13
H -1.45 2.49 -1.89
H 1.29 1.39 -0.12
*
```

Properties
- Highest occupied orbital energy: -8.290 eV
- Structure (SMILES): Cc1nc(O)c(S)[nH]1
- Kohn-Sham gap: 8.9 eV

Mulliken population analysis, charges in e, atoms 1 to 5: -0.9947 0.5069 -0.6630 0.8905 -0.5018


No. 5
# C23H52BO15P3S

3 unconnected molecules or ions with the total composition C23H52BO15P3S in a non-equilibrium geometry (wB97M-V/def2-TZVPD, the OMol25 dataset).

```
! RIJCOSX wB97M-V def2-TZVPD def2/J DEFGRID3
* xyz 0 1
C 7.62 2.71 -0.47
C 6.47 2.61 -1.48
C 5.16 2.40 -0.70
O 4.09 2.88 -1.50
C 2.92 3.17 -0.78
B 2.97 4.61 -0.10
O 4.21 5.24 0.03
O 1.86 5.28 0.32
C 1.57 6.47 -0.44
C 1.86 3.43 -1.94
O 2.08 3.68 -3.09
O 0.64 3.32 -1.36
C 0.64 2.40 -0.25
P -0.38 2.82 1.25
C 0.60 3.77 2.48
O -1.48 3.93 0.68
C 2.13 2.02 -0.11
S 2.22 0.61 -1.38
C 2.68 1.35 1.16
C 1.76 0.30 1.80
O 2.33 -1.01 1.64
H 7.77 3.72 -0.12
H 8.56 2.42 -0.95
H 7.45 2.03 0.37
H 6.65 1.71 -2.08
H 6.41 3.50 -2.10
H 5.10 1.32 -0.51
H 5.27 2.92 0.25
H 4.42 5.62 -0.83
H 2.07 6.45 -1.41
H 0.49 6.54 -0.55
H 1.90 7.33 0.14
H 0.14 1.53 -0.69
H 1.67 3.60 2.41
H 0.21 3.53 3.47
H 0.41 4.84 2.34
H -2.34 3.62 0.96
H 3.52 0.40 -1.65
H 3.58 0.81 0.87
H 3.03 2.09 1.89
H 0.76 0.29 1.37
H 1.75 0.47 2.88
H 1.82 -1.44 0.95
C -6.68 0.07 5.33
C -5.93 -1.24 5.13
O -4.89 -1.13 4.17
P -3.45 -0.45 4.54
O -3.16 -0.92 5.92
O -2.44 -1.36 3.64
C -1.40 -2.14 4.24
C -1.87 -3.56 4.50
O -3.42 0.66 3.37
C -4.53 1.30 2.76
C -4.86 2.61 3.45
H -6.01 0.86 5.68
H -7.48 -0.05 6.06
H -7.12 0.41 4.39
H -5.54 -1.59 6.09
H -6.62 -2.00 4.77
H -1.04 -1.67 5.15
H -0.57 -2.16 3.53
H -2.80 -3.57 5.07
H -1.12 -4.12 5.05
H -2.07 -4.07 3.56
H -5.41 0.66 2.68
H -4.24 1.51 1.73
H -5.01 2.47 4.52
H -5.76 3.05 3.02
H -4.04 3.32 3.33
C 2.10 -3.85 -5.05
C 1.33 -5.12 -4.80
O 0.14 -4.91 -4.05
P -1.22 -4.32 -4.76
O -1.26 -5.00 -6.08
O -2.37 -5.10 -3.93
C -3.30 -5.98 -4.58
C -2.80 -7.41 -4.55
O -1.44 -3.04 -3.79
C -0.43 -2.30 -3.11
C 0.02 -1.09 -3.90
H 1.51 -3.13 -5.63
H 3.02 -4.05 -5.61
H 2.38 -3.36 -4.11
H 1.11 -5.63 -5.74
H 1.94 -5.81 -4.21
H -3.49 -5.65 -5.60
H -4.24 -5.90 -4.04
H -1.78 -7.49 -4.93
H -3.45 -8.05 -5.14
H -2.78 -7.78 -3.52
H 0.41 -2.92 -2.81
H -0.90 -1.96 -2.18
H 0.34 -1.37 -4.91
H 0.84 -0.58 -3.39
H -0.81 -0.38 -4.01
*
```

Properties
- Highest occupied orbital energy: -8.801 eV
- Structure (SMILES): CCCO[C@@]1(B(O)OC)C(=O)O[C@H](P(C)O)[C@]1(S)CCO.CCOP(=O)(OCC)OCC.CCOP(=O)(OCC)OCC
- Kohn-Sham gap: 9.1 eV

Mulliken population analysis, charges in e, atoms 1 to 5: -1.2748 -0.4978 -0.2800 -0.5042 0.6255


No. 6
# C46H138O23

23 unconnected molecules or ions with the total composition C46H138O23 in a non-equilibrium geometry (wB97M-V/def2-TZVPD, the OMol25 dataset).

```
! RIJCOSX wB97M-V def2-TZVPD def2/J DEFGRID3
* xyz 0 1
C -17.52 -18.33 -20.49
C -16.21 -18.98 -20.08
O -15.20 -18.07 -19.58
H -17.33 -17.67 -21.33
H -17.97 -17.67 -19.74
H -18.15 -19.10 -20.93
H -15.80 -19.53 -20.93
H -16.37 -19.76 -19.33
H -15.57 -17.56 -18.86
C -14.67 -13.78 -16.32
C -13.83 -14.44 -17.43
O -12.71 -13.62 -17.65
H -15.54 -14.42 -16.15
H -14.99 -12.77 -16.56
H -14.24 -13.76 -15.32
H -14.33 -14.50 -18.40
H -13.54 -15.45 -17.16
H -12.07 -14.16 -18.12
C -14.77 -21.42 -17.67
C -16.05 -22.15 -17.38
O -16.27 -22.20 -15.99
H -14.52 -21.25 -18.72
H -13.92 -21.90 -17.19
H -14.79 -20.44 -17.19
H -15.95 -23.16 -17.77
H -16.89 -21.61 -17.81
H -17.15 -22.59 -15.93
C -19.53 -11.38 -17.67
C -20.72 -10.72 -18.44
O -20.38 -9.45 -18.95
H -18.75 -11.56 -18.41
H -19.77 -12.31 -17.16
H -19.18 -10.71 -16.89
H -21.61 -10.69 -17.82
H -21.04 -11.32 -19.29
H -21.11 -9.13 -19.49
C -19.65 -19.43 -17.49
C -20.66 -19.80 -16.44
O -20.81 -21.13 -16.34
H -19.43 -18.36 -17.48
H -20.00 -19.49 -18.52
H -18.71 -19.97 -17.39
H -21.56 -19.29 -16.79
H -20.36 -19.50 -15.44
H -21.37 -21.26 -15.57
C -14.34 -10.71 -11.91
C -15.45 -11.69 -11.65
O -15.72 -12.28 -12.90
H -13.45 -11.11 -12.40
H -13.89 -10.34 -10.99
H -14.73 -9.91 -12.54
H -16.34 -11.21 -11.25
H -15.11 -12.48 -10.97
H -16.07 -11.61 -13.49
C -18.54 -22.68 -12.71
C -18.03 -24.11 -12.87
O -17.61 -24.61 -11.63
H -19.31 -22.58 -11.95
H -18.91 -22.24 -13.63
H -17.72 -22.05 -12.37
H -17.23 -24.16 -13.60
H -18.82 -24.73 -13.29
H -17.06 -25.39 -11.72
C -11.99 -17.29 -18.71
C -12.39 -18.45 -17.85
O -11.20 -19.12 -17.44
H -11.34 -16.55 -18.23
H -12.87 -16.87 -19.19
H -11.43 -17.64 -19.58
H -12.99 -19.15 -18.44
H -13.04 -18.27 -16.99
H -11.40 -19.66 -16.68
C -20.15 -24.93 -16.10
C -19.33 -23.96 -16.95
O -18.94 -22.86 -16.10
H -20.88 -24.46 -15.44
H -19.47 -25.37 -15.37
H -20.64 -25.68 -16.72
H -19.87 -23.63 -17.84
H -18.45 -24.45 -17.37
H -19.69 -22.26 -16.10
C -15.78 -11.29 -19.49
C -16.80 -10.86 -20.51
O -16.15 -10.12 -21.56
H -15.25 -10.41 -19.12
H -15.04 -11.94 -19.96
H -16.24 -11.78 -18.63
H -17.50 -10.19 -20.02
H -17.32 -11.75 -20.86
H -16.80 -9.91 -22.24
C -18.44 -19.25 -9.91
C -19.72 -19.23 -10.78
O -20.79 -18.72 -10.03
H -18.35 -18.31 -9.36
H -17.52 -19.47 -10.45
H -18.59 -20.03 -9.16
H -19.98 -20.20 -11.20
H -19.53 -18.64 -11.68
H -21.09 -19.40 -9.43
C -13.54 -21.41 -11.95
C -14.77 -21.73 -12.86
O -14.40 -21.37 -14.18
H -13.86 -21.40 -10.90
H -13.08 -20.45 -12.19
H -12.75 -22.15 -12.09
H -15.63 -21.21 -12.43
H -15.04 -22.78 -12.81
H -15.12 -21.65 -14.76
C -19.88 -12.52 -14.07
C -20.53 -11.19 -14.16
O -19.56 -10.17 -14.25
H -19.21 -12.57 -13.21
H -19.25 -12.80 -14.92
H -20.58 -13.32 -13.84
H -21.09 -11.04 -13.24
H -21.18 -11.08 -15.02
H -19.98 -9.31 -14.15
C -15.12 -15.13 -21.53
C -13.80 -15.84 -21.81
O -13.94 -17.24 -21.86
H -14.96 -14.06 -21.40
H -15.46 -15.39 -20.53
H -15.90 -15.29 -22.28
H -13.02 -15.53 -21.11
H -13.49 -15.74 -22.85
H -14.40 -17.43 -21.04
C -20.27 -16.30 -14.11
C -21.49 -16.30 -14.99
O -21.01 -16.43 -16.33
H -19.58 -15.52 -14.41
H -19.75 -17.26 -14.02
H -20.60 -16.08 -13.09
H -22.06 -15.38 -14.87
H -22.17 -17.14 -14.79
H -21.71 -16.49 -16.99
C -17.43 -16.53 -11.70
C -17.11 -15.18 -12.34
O -15.70 -15.02 -12.36
H -17.04 -16.58 -10.68
H -16.94 -17.33 -12.26
H -18.51 -16.60 -11.57
H -17.62 -14.41 -11.76
H -17.43 -15.05 -13.37
H -15.47 -14.11 -12.58
C -22.82 -19.50 -13.40
C -23.01 -21.05 -13.18
O -22.68 -21.70 -14.38
H -21.80 -19.14 -13.52
H -23.20 -18.94 -12.54
H -23.45 -19.25 -14.25
H -24.03 -21.27 -12.86
H -22.37 -21.50 -12.42
H -23.14 -22.54 -14.36
C -13.27 -17.29 -12.89
C -14.02 -17.87 -11.69
O -14.31 -16.81 -10.75
H -13.26 -17.95 -13.75
H -12.27 -17.02 -12.55
H -13.75 -16.38 -13.25
H -13.40 -18.61 -11.19
H -14.97 -18.32 -11.99
H -14.86 -16.15 -11.17
C -9.68 -20.90 -14.69
C -11.15 -21.06 -14.28
O -12.02 -20.83 -15.37
H -9.43 -21.72 -15.37
H -9.05 -21.04 -13.81
H -9.31 -19.97 -15.11
H -11.37 -20.37 -13.47
H -11.35 -22.08 -13.94
H -12.90 -20.88 -14.99
C -18.05 -14.13 -18.93
C -19.27 -14.91 -18.36
O -18.73 -15.53 -17.23
H -17.50 -13.56 -18.18
H -18.34 -13.64 -19.86
H -17.32 -14.83 -19.35
H -19.55 -15.55 -19.20
H -20.18 -14.35 -18.15
H -19.45 -16.01 -16.82
C -12.35 -14.09 -11.18
C -11.90 -13.86 -12.63
O -10.54 -13.53 -12.68
H -13.35 -14.53 -11.09
H -12.30 -13.15 -10.63
H -11.65 -14.74 -10.65
H -12.48 -13.07 -13.12
H -12.04 -14.70 -13.31
H -10.23 -13.75 -13.56
C -16.93 -18.49 -15.51
C -15.91 -17.46 -16.04
O -16.28 -17.00 -17.36
H -17.94 -18.09 -15.36
H -16.59 -18.72 -14.50
H -16.92 -19.36 -16.15
H -14.92 -17.91 -15.99
H -15.85 -16.55 -15.45
H -17.04 -16.42 -17.27
C -9.77 -16.39 -14.54
C -10.13 -15.38 -15.66
O -9.68 -14.08 -15.17
H -10.26 -16.30 -13.56
H -8.70 -16.51 -14.40
H -10.03 -17.40 -14.86
H -11.20 -15.38 -15.86
H -9.63 -15.66 -16.59
H -8.74 -14.13 -15.32
*
```

Properties
- Highest occupied orbital energy: -8.950 eV
- Kohn-Sham gap: 8.9 eV

Mulliken population analysis, charges in e, atoms 1 to 5: -0.9647 0.3936 0.2898 0.3225 -0.1774